1.
Below is a molecular structure, C34H37ClN7O2Pd, with properties calculated with wB97M-V/def2-TZVPD.

The geometry in XYZ format:
```
82
Properties=species:S:1:pos:R:3:mulliken_charge:R:1
Pd -0.283 2.462 0.230 -0.424
C 5.310 2.276 1.364 -0.490
C 4.116 1.936 1.980 -0.860
C 2.912 2.193 1.341 0.296
C 2.908 2.786 0.089 0.106
C 4.103 3.123 -0.538 -0.359
C 5.301 2.863 0.102 -0.613
N 1.626 3.090 -0.505 0.557
N 1.650 3.625 -1.624 -0.595
C 0.345 3.953 -2.045 0.054
C 0.162 4.578 -3.267 -0.308
C -1.126 4.898 -3.679 -0.711
C -2.208 4.595 -2.866 -0.913
C -2.024 3.979 -1.624 0.208
C -0.752 3.649 -1.220 0.862
H 6.250 2.094 1.870 0.401
H 4.123 1.473 2.958 0.408
H 1.972 1.940 1.808 0.324
H 4.079 3.588 -1.513 0.447
H 6.234 3.120 -0.382 0.392
H 1.026 4.807 -3.877 0.503
H -1.284 5.386 -4.632 0.410
H -3.212 4.835 -3.194 0.432
H -2.883 3.763 -1.000 0.487
C 1.709 -5.847 0.051 -1.826
C 0.317 -5.202 0.066 1.556
C -0.630 -6.082 -0.761 -1.819
C -0.214 -5.178 1.510 -1.656
C 0.358 -3.746 -0.504 2.343
O -0.934 -3.160 -0.468 -0.716
C 0.933 -3.700 -1.929 -1.578
C 0.882 -2.348 -2.647 -1.323
C -0.499 -1.837 -2.980 0.138
C -0.906 -0.565 -2.602 0.370
C -2.179 -0.097 -2.897 -1.178
C -3.059 -0.907 -3.589 0.270
Cl -4.659 -0.328 -3.942 -0.236
C -2.670 -2.169 -4.010 -0.840
C -1.394 -2.620 -3.707 0.032
C 1.242 -2.850 0.411 -2.369
N 0.612 -1.607 0.857 0.980
C 0.865 -0.367 0.464 -0.430
N 0.094 0.481 1.132 0.322
C -0.643 -0.342 1.938 -0.691
N -0.354 -1.610 1.805 -0.928
H 1.665 -6.811 0.561 0.494
H 2.457 -5.242 0.571 0.338
H 2.066 -6.033 -0.964 0.371
H -0.637 -7.088 -0.338 0.504
H -0.325 -6.179 -1.804 0.374
H -1.664 -5.725 -0.728 0.444
H -0.586 -6.168 1.780 0.486
H -1.028 -4.462 1.625 0.267
H 0.565 -4.927 2.235 0.370
H -1.520 -3.657 -1.049 0.554
H 0.420 -4.436 -2.549 0.351
H 1.979 -4.015 -1.881 0.608
H 1.435 -2.465 -3.583 0.520
H 1.423 -1.587 -2.076 0.330
H -0.223 0.084 -2.067 0.322
H -2.487 0.893 -2.594 0.569
H -3.358 -2.786 -4.573 0.436
H -1.093 -3.604 -4.054 0.406
H 2.144 -2.563 -0.125 0.339
H 1.538 -3.373 1.313 0.408
H 1.628 -0.102 -0.251 0.796
H -1.392 0.011 2.629 0.610
N -0.812 1.772 5.869 -0.276
C -1.789 2.699 5.692 0.372
O -2.471 3.112 6.604 -0.618
C -2.017 3.212 4.291 0.119
C -3.039 4.133 4.101 -0.280
C -3.263 4.643 2.836 -0.979
C -2.464 4.208 1.794 -0.314
N -1.489 3.309 1.962 0.332
C -1.276 2.831 3.189 -0.281
H -0.653 1.443 6.806 0.226
H -0.227 1.427 5.134 0.170
H -3.629 4.431 4.958 0.511
H -4.042 5.371 2.652 0.446
H -2.585 4.602 0.796 0.505
H -0.465 2.116 3.264 0.133
```

Summary:
- LUMO: -3.792 eV
- 2S+1: 1
- E_tot: -66380.9191 eV
- F_max: 1.35 eV/A
- ΔE to the lowest compared entry with this formula, charge and spin: 15.0 kcal per mole
- Molar mass: 717.59 g mol⁻¹
- Total charge: +1

***

2.
Below is a molecular structure, C34H37FN8O4SSr, with properties calculated with wB97M-V/def2-TZVPD.

The geometry in XYZ format:
```
86
Properties=species:S:1:pos:R:3:mulliken_charge:R:1
Sr 1.545 -1.681 2.095 1.809
C 2.787 -4.268 2.570 -0.758
C 1.622 -4.322 3.386 -0.943
C 1.972 -3.841 4.662 -0.332
C 3.330 -3.491 4.641 -0.520
C 3.832 -3.746 3.351 -0.325
H 2.849 -4.599 1.540 0.438
H 0.656 -4.713 3.088 0.476
H 1.292 -3.746 5.499 0.428
H 3.889 -3.076 5.470 0.427
H 4.835 -3.559 2.993 0.390
C 3.039 0.491 -4.767 -1.032
C 3.348 1.659 -3.841 -1.054
N 2.792 1.477 -2.502 0.169
C 3.573 0.908 -1.545 -0.232
C 3.186 0.556 -0.295 0.175
C 4.234 -0.185 0.563 -0.161
O 5.384 -0.169 0.132 -0.810
O 3.775 -0.734 1.602 -0.458
C 1.849 0.878 0.114 1.146
O 1.333 0.707 1.223 -0.768
C 0.980 1.452 -0.942 0.366
C -0.371 1.625 -0.640 -0.556
C -1.217 2.047 -1.621 0.290
F -2.535 2.251 -1.348 -0.412
C -0.778 2.282 -2.925 -1.355
C 0.560 2.138 -3.223 -0.766
C 1.459 1.710 -2.233 0.664
N -1.691 2.644 -3.972 0.453
C -2.009 4.054 -4.046 -0.473
C -2.598 4.364 -5.408 -0.834
N -3.804 3.483 -5.625 -0.152
C -3.460 2.018 -5.486 -0.918
C -2.872 1.812 -4.107 -0.533
H 3.478 0.662 -5.750 0.386
H 1.966 0.342 -4.891 0.320
H 3.457 -0.430 -4.362 0.335
H 2.991 2.608 -4.244 0.425
H 4.425 1.762 -3.719 0.490
H 4.600 0.695 -1.819 0.528
H -0.716 1.394 0.361 0.474
H 0.873 2.288 -4.246 0.415
H -1.101 4.642 -3.923 0.463
H -2.712 4.369 -3.255 0.317
H -1.896 4.118 -6.203 0.351
H -2.922 5.399 -5.501 0.414
H -4.220 3.668 -6.535 0.347
H -4.512 3.715 -4.924 0.400
H -2.738 1.795 -6.269 0.355
H -4.373 1.447 -5.643 0.425
H -2.595 0.764 -3.995 0.520
H -3.640 2.027 -3.349 0.398
O 0.658 -2.435 0.067 -0.485
C -0.390 -2.959 -0.444 -0.044
C -0.290 -3.851 -1.551 -0.698
C -1.392 -4.435 -2.126 -0.454
C -2.677 -4.173 -1.640 -0.871
C -2.810 -3.306 -0.575 -0.909
C -1.715 -2.676 0.028 0.511
C -1.960 -1.718 1.110 0.072
N -1.129 -1.214 2.009 0.622
C -1.852 -0.340 2.783 -0.680
C -3.142 -0.297 2.361 -0.995
N -3.200 -1.171 1.300 -0.034
H 0.710 -4.065 -1.906 0.422
H -1.257 -5.123 -2.953 0.387
H -3.545 -4.660 -2.065 0.390
H -3.809 -3.150 -0.179 0.342
H -1.390 0.189 3.600 0.450
H -4.003 0.244 2.713 0.467
H -4.007 -1.368 0.738 0.199
C -2.163 0.598 6.576 -0.986
C -0.796 0.418 7.234 -0.431
C 0.312 0.365 6.228 0.249
N 0.564 -0.672 5.514 -0.595
N 1.587 -0.494 4.622 0.274
C 2.106 0.697 4.680 0.288
N 3.190 1.074 3.954 -0.374
S 1.355 1.719 5.867 -0.286
H -2.959 0.597 7.322 0.390
H -2.350 -0.212 5.872 0.215
H -2.213 1.543 6.031 0.291
H -0.768 -0.518 7.793 0.244
H -0.607 1.222 7.949 0.352
H 3.516 0.432 3.229 0.202
H 3.274 2.048 3.724 0.272
```

Summary:
- LUMO: -1.968 eV
- 2S+1: 1
- E_tot: -70359.0311 eV
- F_max: 1.61 eV/A
- ΔE to the lowest compared entry with this formula, charge and spin: 19.8 kcal per mole
- Molar mass: 760.41 g mol⁻¹

***

3.
Below is a molecular structure, C34H37FeN5, with properties calculated with wB97M-V/def2-TZVPD.

The geometry in XYZ format:
```
77
Properties=species:S:1:pos:R:3:lowdin_spin:R:1
Fe 0.560 -0.135 0.625 1.881
N -0.665 -2.091 2.806 0.008
N 0.235 -2.281 -0.659 -0.008
C 1.704 1.521 0.126 -0.015
C 2.567 0.395 0.439 0.027
C 2.304 0.001 1.799 0.000
C 2.998 -1.087 2.568 -0.001
H 3.559 -1.759 1.897 0.000
H 2.275 -1.700 3.135 0.000
H 3.723 -0.647 3.278 0.000
C 1.269 0.842 2.326 0.026
C 0.719 0.779 3.722 0.006
H 1.293 1.433 4.408 0.002
H 0.764 -0.251 4.113 0.000
H -0.335 1.103 3.753 0.002
C 0.914 1.801 1.291 0.038
C -0.059 2.935 1.446 0.016
H -0.879 2.676 2.135 0.003
H -0.508 3.212 0.478 0.004
H 0.451 3.831 1.849 0.004
C 3.606 -0.197 -0.470 0.011
H 4.604 -0.209 0.011 0.003
H 3.694 0.388 -1.400 0.002
H 3.359 -1.235 -0.748 0.003
C 1.726 2.327 -1.141 0.009
H 0.708 2.530 -1.509 0.001
H 2.267 1.805 -1.946 0.003
H 2.225 3.302 -0.977 0.008
C -1.572 -2.557 3.675 0.006
H -1.788 -1.909 4.537 0.003
C -2.226 -3.789 3.540 0.004
H -2.955 -4.121 4.285 0.000
C -1.910 -4.575 2.420 0.003
H -2.394 -5.546 2.265 0.000
C -0.975 -4.101 1.499 0.007
H -0.724 -4.681 0.606 0.001
C -0.366 -2.842 1.718 0.006
C 0.579 -2.227 0.766 -0.016
H 1.608 -2.578 0.932 0.000
C 0.280 -0.997 -1.081 -0.012
C 0.004 -3.178 -1.696 0.003
H -0.081 -4.254 -1.557 0.001
C -0.095 -2.406 -2.825 0.007
H -0.291 -2.673 -3.862 0.007
N 0.085 -1.063 -2.438 -0.003
C 0.133 0.053 -3.340 0.005
C 1.353 0.356 -3.984 0.009
C 1.392 1.478 -4.829 0.101
H 2.337 1.733 -5.322 0.056
C 0.263 2.288 -5.041 0.027
C 0.323 3.478 -5.972 0.335
H 0.281 4.428 -5.412 0.050
H -0.534 3.473 -6.672 0.063
H 1.246 3.471 -6.575 0.079
C -0.931 1.950 -4.382 0.069
H -1.822 2.571 -4.532 0.033
C -1.025 0.839 -3.527 0.005
C -2.313 0.530 -2.806 0.018
H -2.732 -0.441 -3.116 0.004
H -3.062 1.318 -2.989 0.007
H -2.138 0.460 -1.719 0.002
C 2.593 -0.478 -3.760 0.039
H 2.732 -1.223 -4.565 0.015
H 2.537 -1.038 -2.812 0.001
H 3.491 0.161 -3.740 0.015
N -2.616 -0.081 6.678 0.035
C -2.800 0.112 5.545 0.023
C -2.963 0.408 4.091 0.081
C -3.988 1.117 3.623 0.239
C -3.936 1.414 2.256 0.025
C -2.787 1.036 1.381 0.241
N -1.653 0.325 1.810 0.312
C -1.963 0.039 3.165 0.022
H -4.761 1.416 4.345 0.020
H -4.784 1.983 1.932 -0.006
H -2.846 1.393 0.385 0.021
H -1.290 -0.364 3.746 0.001
```

Summary:
- LUMO (spin up / spin down): 4.374 / 4.332 eV
- 2S+1: 5
- E_tot: -77689.5542 eV
- F_max: 4.73 eV/A
- ΔE to the lowest compared entry with this formula, charge and spin: 52.5 kcal per mole
- Molar mass: 571.55 g mol⁻¹
- Total charge: -2
- <S²>: 6.06

***

> Which of these has the highest molar mass?

C34H37FN8O4SSr